Entry 1:
60
Properties=species:S:1:pos:R:3 method="wB97M-V/def2-TZVPD" multiplicity=4 homo_lumo_gap_ev="4.376 / 5.395" e_above_lowest_kcal_mol=1.1 homo_energy_ev="-15.54 / -15.56" charge=+3
Cr -0.8268 0.0007 0.7190
C -2.4523 -2.4553 0.4474
O -1.1951 -1.9529 1.0153
C -0.9554 -2.3119 2.4151
C -1.5682 -1.2546 3.2951
O -1.0748 0.0009 2.7291
C -1.5668 1.2570 3.2950
C -0.9532 2.3137 2.4147
O -1.1934 1.9547 1.0150
C -2.4505 2.4577 0.4473
H -2.5274 -3.5156 0.6758
H -2.3829 -2.3236 -0.6284
H -3.3076 -1.9228 0.8667
H 0.1274 -2.3473 2.5209
H -1.3637 -3.3024 2.6080
H -1.2232 -1.3491 4.3245
H -2.6589 -1.2440 3.2758
H -1.2213 1.3514 4.3243
H -2.6575 1.2475 3.2761
H 0.1296 2.3482 2.5203
H -1.3607 3.3046 2.6075
H -2.5244 3.5183 0.6746
H -3.3061 1.9265 0.8677
H -2.3820 2.3248 -0.6283
S -4.2129 -0.0014 -3.9859
C -4.7876 -0.0011 -5.5884
C -3.7725 -0.0002 -6.4949
C -2.5002 0.0001 -5.8755
C -2.5720 -0.0006 -4.5068
C -1.4677 -0.0006 -3.5597
C -1.7154 0.0000 -2.1772
N -0.7379 -0.0001 -1.2674
C 0.5583 -0.0005 -1.6689
C 0.9098 -0.0010 -3.0135
C 2.3182 -0.0015 -3.3432
C 3.2612 -0.0013 -2.3790
C 2.9022 -0.0007 -0.9777
C 3.8172 -0.0006 0.0793
C 3.4027 -0.0002 1.4115
C 2.0170 0.0002 1.6407
N 1.1316 0.0001 0.6404
C 1.5516 -0.0004 -0.6542
C 4.3298 0.0000 2.5339
C 4.0369 -0.0022 3.8776
C 5.1875 -0.0023 4.6940
C 6.3340 -0.0004 3.9536
S 6.0263 0.0039 2.2853
C -0.1285 -0.0012 -3.9505
H -5.8494 -0.0015 -5.7802
H -3.9296 0.0002 -7.5629
H -1.5767 0.0008 -6.4382
H -2.7350 0.0006 -1.8059
H 2.6047 -0.0019 -4.3870
H 4.3113 -0.0016 -2.6414
H 4.8766 -0.0010 -0.1527
H 1.6203 0.0008 2.6464
H 3.0348 -0.0045 4.2880
H 5.1755 -0.0044 5.7732
H 7.3517 -0.0003 4.3129
H 0.1216 -0.0017 -5.0042

---

Entry 2:
56
Properties=species:S:1:pos:R:3 method="wB97M-V/def2-TZVPD" multiplicity=1 homo_lumo_gap_ev=4.033 homo_energy_ev=-1.44 charge=-1
F -3.2715 -2.2897 -2.2076
C -3.3835 -2.6847 -0.9026
F -4.5020 -2.0824 -0.3966
F -3.7028 -4.0123 -0.9794
C -2.1464 -2.3435 -0.1021
C -2.3010 -1.8225 1.1707
C -1.1890 -1.4295 1.8759
C 0.0841 -1.5194 1.2858
C 1.2116 -0.5798 1.7531
C 2.6032 -1.2378 1.8403
C 3.2686 -1.5123 3.0502
C 4.6305 -1.8309 3.0515
C 5.3101 -1.9872 1.8405
C 4.6147 -1.8556 0.6352
C 3.2593 -1.4328 0.5917
C 0.2356 -2.3655 0.1391
C -0.8951 -2.6499 -0.6380
H -3.3006 -1.7152 1.6034
H -1.3205 -0.8956 2.8415
H 0.9106 -0.1639 2.7116
H 2.7337 -1.3829 4.0120
H 5.1765 -1.9965 3.9816
H 6.3272 -2.4136 1.8396
H 5.0594 -2.1133 -0.3032
H 2.7376 -1.1537 -0.3383
H 1.2211 -2.6622 -0.2396
H -0.8186 -3.1099 -1.6173
C -0.4578 4.6363 5.3551
Sn -1.0537 2.8660 4.2781
C -0.2721 1.0575 5.1261
C -3.0824 2.8934 3.5665
C 0.1920 2.8393 2.1381
C 1.6514 2.8863 2.4506
C 2.2862 1.8634 1.7486
C 3.6309 1.6635 1.9922
C 4.3263 2.4875 2.8892
C 3.7036 3.5807 3.5016
C 2.3386 3.8128 3.2755
C 1.2735 1.0205 1.0051
C 0.0113 1.6286 1.3513
H -0.8165 5.5173 4.8054
H -0.9057 4.5994 6.3573
H 0.6418 4.6544 5.4234
H -0.5714 0.2147 4.4881
H 0.8347 1.1487 5.1487
H -0.6673 0.9382 6.1360
H -3.2096 2.0395 2.8841
H -3.7258 2.8021 4.4517
H -3.2625 3.8452 3.0438
H -0.3468 3.7785 1.9577
H 4.1098 0.7677 1.5995
H 5.3599 2.2767 3.1386
H 4.2888 4.3182 4.0777
H 1.8338 4.7282 3.6245
H 1.5783 0.6284 0.0022
H -0.9536 1.2427 0.9976

---

Entry 3:
57
Properties=species:S:1:pos:R:3 method="wB97M-V/def2-TZVPD" multiplicity=1 homo_lumo_gap_ev=4.338 homo_energy_ev=-10.16 charge=+1
C 7.8501 -1.8491 -1.4459
C 7.0265 -2.9502 -1.7292
C 5.6695 -2.7764 -2.0061
C 5.0998 -1.4751 -1.9597
C 3.6867 -1.2239 -2.1403
C 2.6965 -1.9729 -2.7619
N 1.5388 -1.3008 -2.5145
C 0.1769 -1.6440 -2.8516
C -0.7256 -1.7680 -1.6126
C -2.1218 -2.2932 -1.9563
C -3.0198 -1.6973 -0.8447
C -2.1952 -0.6017 -0.2306
N -0.9557 -0.5353 -0.8660
N 1.7874 -0.1918 -1.7590
N 3.0763 -0.1280 -1.5683
C 5.9282 -0.3763 -1.6523
C 7.2898 -0.5605 -1.4152
H 8.9175 -1.9882 -1.2517
H 7.4586 -3.9514 -1.7316
H 5.0279 -3.6337 -2.2304
H 2.7693 -2.8959 -3.3131
H -0.2679 -0.9100 -3.5514
H 0.2247 -2.6083 -3.3743
H -0.2279 -2.5197 -0.9664
H -2.4183 -1.9152 -2.9447
H -2.1397 -3.3876 -1.9769
H -3.9706 -1.3405 -1.2366
H -3.2228 -2.4544 -0.0887
H -2.6945 0.3864 -0.2328
H -1.9229 -0.9213 0.7875
H -0.1687 0.0423 -0.5829
H 5.4695 0.6156 -1.5976
H 7.9133 0.3070 -1.2038
F -5.3106 4.8988 2.5488
C -5.2272 3.5806 2.1725
C -6.3758 2.9404 1.7416
C -6.2533 1.5881 1.3875
C -5.0120 0.9587 1.3603
C -3.8092 1.6658 1.6660
C -2.5450 0.9483 1.6075
C -1.3031 1.4901 2.1110
C -0.4274 0.6450 2.8436
C 0.7096 1.1729 3.4618
C 0.9762 2.5423 3.3885
C 0.1104 3.3862 2.7032
C -0.9955 2.8676 2.0173
C -3.9758 2.9749 2.2133
H -7.3245 3.4806 1.6776
H -7.1472 1.0349 1.1200
H -4.9697 -0.1150 1.1575
H -2.7221 -0.0830 1.9904
H -0.6709 -0.4094 2.9724
H 1.3906 0.5103 3.9801
H 1.8766 2.9563 3.8582
H 0.2827 4.4576 2.6564
H -1.6589 3.5207 1.4690
H -3.1740 3.5066 2.7054

---

Entry 4:
59
Properties=species:S:1:pos:R:3 method="wB97M-V/def2-TZVPD" multiplicity=1 smiles="CC[C@H](C)c1ccc(OCC(=O)Nc2cccc(C(=O)Nc3ccc(C(=O)O)cc3)c2)cc1" homo_lumo_gap_ev=8.926 e_above_lowest_kcal_mol=6.1 homo_energy_ev=-8.72
C -0.3029 -5.3182 -0.0346
C 0.3978 -4.0377 -0.4744
C 0.9133 -3.2076 0.7098
C -0.2304 -2.5223 1.4648
C 1.9028 -2.1585 0.2658
C 1.6198 -1.2902 -0.7786
C 2.4950 -0.2818 -1.1426
C 3.6859 -0.1186 -0.4475
O 4.5957 0.8927 -0.6636
C 4.2686 1.8959 -1.5960
C 2.9634 2.6365 -1.2703
O 2.2908 3.1551 -2.1301
N 2.6760 2.6143 0.0587
C 1.4225 2.8054 0.6469
C 1.1596 2.1508 1.8488
C -0.0904 2.2399 2.4287
C -1.0975 2.9558 1.8055
C -0.8320 3.6205 0.6139
C -1.9219 4.4172 -0.0261
O -1.8944 5.6200 -0.1488
N -3.0297 3.6991 -0.3976
C -3.1891 2.3181 -0.4850
C -4.4403 1.7618 -0.2093
C -4.6278 0.3991 -0.2804
C -3.5736 -0.4385 -0.6438
C -3.8048 -1.8945 -0.6962
O -4.8470 -2.4380 -0.4250
O -2.7206 -2.5929 -1.0773
C -2.3366 0.1205 -0.9572
C -2.1443 1.4828 -0.8829
C 0.4335 3.5750 0.0460
C 3.9963 -1.0000 0.5848
C 3.1145 -2.0037 0.9298
H 0.3684 -5.9387 0.5555
H -1.1810 -5.0986 0.5675
H -0.6188 -5.8922 -0.9032
H 1.2466 -4.2996 -1.1108
H -0.2931 -3.4370 -1.0668
H 1.4255 -3.8845 1.4029
H -0.7979 -1.8792 0.7969
H -0.9050 -3.2574 1.8957
H 0.1671 -1.9102 2.2718
H 0.6965 -1.3913 -1.3269
H 2.2288 0.3709 -1.9593
H 4.1930 1.4999 -2.6161
H 5.1010 2.6054 -1.5638
H 3.3468 2.1287 0.6431
H 1.9357 1.5609 2.3157
H -0.2870 1.7328 3.3609
H -2.0818 3.0067 2.2460
H -3.8414 4.2639 -0.6198
H -5.2592 2.4090 0.0693
H -5.5863 -0.0431 -0.0559
H -2.9275 -3.5407 -1.0819
H -1.5286 -0.5182 -1.2755
H -1.1903 1.9039 -1.1539
H 0.6352 4.0979 -0.8744
H 4.9315 -0.8742 1.1081
H 3.3697 -2.6727 1.7391

---

| no. | DFT total energy (eV) |
| --- | --- |
| 1 | -86573.0474 |
| 2 | -41365.2571 |
| 3 | -36051.8158 |
| 4 | -40603.6592 |